(1)
The ion C4H8N3O3S with charge +1 in a non-equilibrium geometry. Source: the OMol25 dataset; level of theory: ωB97M-V/def2-TZVPD.

Each line ends with the Löwdin spin population.
CARTESIAN COORDINATES (ANGSTROEM)
1 C -0.86659 -0.26081 0.05275  0.48
2 C 1.47824 -0.58713 0.97802  0.01
3 C 1.44698 -0.60235 -1.16219  0.01
4 C 0.64783 -1.35534 -0.02887  -0.01
5 N -3.12428 -0.95930 -0.14749  0.47
6 N -2.01948 -0.63136 -0.24265  0.30
7 N 1.65038 0.39210 -0.14411  0.00
8 O -4.07207 -1.24699 -0.75847  0.48
9 O -1.82974 1.89731 -0.15842  0.02
10 O 0.12417 1.81231 1.17819  0.05
11 S -0.29592 1.34805 -0.25949  0.17
12 H 1.10331 -0.32807 2.03823  0.00
13 H 2.47272 -1.17576 1.08930  0.00
14 H 2.31203 -0.99536 -1.46075  0.00
15 H 0.91035 -0.39837 -2.03957  0.00
16 H 0.53091 -2.43385 0.21913  0.00
17 H -2.26252 2.58149 -0.78070  0.00
18 H -0.65919 1.91768 1.76665  0.01
19 H 2.45288 1.02575 -0.13958  0.00

Values from the calculation:
Kohn-Sham gap (alpha / beta) = 6.95 / 8.15 eV
charge = +1
DFT total energy = -25708.260 eV
spin multiplicity = 3
E_LUMO (alpha / beta) = -3.58 / -5.90 eV
ΔE to the lowest compared entry with this formula, charge and spin = 48.98 kJ/mol

=====

(2)
A structure of composition C9H11Cl2HoInNO4 in a non-equilibrium geometry. Source: the OMol25 dataset; level of theory: ωB97M-V/def2-TZVPD.

Each line ends with the Löwdin spin population.
CARTESIAN COORDINATES (ANGSTROEM)
1 In 2.77688 4.09221 -4.61301  0.53
2 Ho 0.80137 1.12351 -1.34779  2.07
3 Cl 4.82379 3.49370 -3.56718  0.35
4 Cl -0.40203 2.34434 -3.12183  -0.02
5 C -0.08039 2.91387 -0.27378  0.00
6 C 4.96879 5.31978 -6.01480  0.01
7 C 3.14407 6.95282 -5.68136  0.06
8 O -0.88250 3.53961 0.29417  0.00
9 O 6.08889 5.23404 -5.79195  0.00
10 O 3.32836 7.88302 -6.32665  0.01
11 O -0.09598 -0.08094 0.14295  0.01
12 C -0.80970 -0.89493 0.86862  0.01
13 C -1.32744 -2.18983 0.30821  0.06
14 C -0.72406 -3.39396 1.04067  0.14
15 C -1.55467 -3.73879 2.26382  0.22
16 C -1.37013 -2.73555 3.39700  0.20
17 C -1.91275 -1.34408 3.10085  0.07
18 N -1.07190 -0.56626 2.12779  0.06
19 H -2.42433 -2.19336 0.44928  0.00
20 H -1.10735 -2.27786 -0.76624  0.02
21 H -0.73528 -4.28431 0.40567  0.02
22 H 0.32383 -3.21950 1.32962  0.01
23 H -2.62518 -3.73340 2.02133  0.03
24 H -1.30216 -4.73246 2.65805  0.04
25 H -1.91212 -3.09213 4.28429  0.06
26 H -0.31292 -2.64948 3.67830  0.02
27 H -2.95603 -1.38703 2.71804  0.02
28 H -1.89679 -0.75393 4.02808  0.01
29 H -0.75228 0.37089 2.38785  0.00

Values from the calculation:
Kohn-Sham gap (alpha / beta) = 4.33 / 3.05 eV
charge = +4
DFT total energy = -75158.447 eV
spin multiplicity = 5
E_LUMO (alpha / beta) = -17.06 / -18.69 eV
ΔE to the lowest compared entry with this formula, charge and spin = 261.15 kJ/mol

=====

(3)
An isolated molecule of C14H17Cl2N3O3S. Source: the OMol25 dataset; level of theory: ωB97M-V/def2-TZVPD.

Each line ends with the Mulliken charge.
CARTESIAN COORDINATES (ANGSTROEM)
1 C -7.15782 -0.59199 -0.12302  -1.41
2 C -5.73608 -1.12682 -0.06706  -0.32
3 O -4.86228 -0.02547 -0.26861  -0.38
4 C -3.53616 -0.21825 -0.24490  0.64
5 C -2.90636 -1.44349 -0.04189  -0.31
6 C -1.51924 -1.51502 -0.02981  -0.88
7 Cl -0.72880 -3.00885 0.21049  -0.20
8 C -0.74442 -0.38444 -0.21779  0.32
9 S 1.04257 -0.58270 -0.16705  1.10
10 O 1.44978 -1.35636 -1.29459  -0.57
11 O 1.38573 -1.01928 1.15781  -0.59
12 N 1.55774 0.97802 -0.40468  -0.17
13 C 1.77842 1.81728 0.75225  -0.78
14 C 3.24702 2.04894 1.11389  -0.91
15 C 4.02482 0.75300 1.37198  -0.62
16 N 4.43405 0.10214 0.15393  0.22
17 C 4.23153 -1.20672 -0.18246  -0.33
18 C 4.81657 -1.37931 -1.40300  -0.59
19 N 5.37858 -0.21423 -1.81844  -0.67
20 C 5.13944 0.64710 -0.86977  -0.13
21 C -1.35503 0.83743 -0.43331  -0.14
22 C -2.73280 0.92174 -0.44467  -0.04
23 Cl -3.50353 2.43494 -0.70463  -0.22
24 H -7.86332 -1.40401 0.02534  0.42
25 H -7.30437 0.15498 0.65195  0.33
26 H -7.34283 -0.12941 -1.08822  0.33
27 H -5.53695 -1.58545 0.90977  0.37
28 H -5.57630 -1.87649 -0.85233  0.37
29 H -3.47211 -2.34745 0.10620  0.47
30 H 2.22632 1.06100 -1.15290  0.29
31 H 1.29815 2.78873 0.57983  0.42
32 H 1.26839 1.31858 1.57923  0.48
33 H 3.73099 2.61227 0.31372  0.39
34 H 3.27377 2.66000 2.01758  0.44
35 H 3.39941 0.05305 1.93125  0.37
36 H 4.91738 0.98434 1.96695  0.34
37 H 3.68900 -1.87671 0.44974  0.65
38 H 4.86756 -2.26217 -2.00621  0.43
39 H 5.47461 1.66579 -0.87955  0.36
40 H -0.75346 1.71529 -0.59698  0.54

Values from the calculation:
Kohn-Sham gap = 9.00 eV
DFT total energy = -61286.099 eV
SMILES = CCOc1cc(Cl)c(S(=O)(=O)NCCCn2ccnc2)cc1Cl
spin multiplicity = 1
E_LUMO = 0.55 eV
ΔE to the lowest compared entry with this formula, charge and spin = 9.02 kJ/mol

=====

(4)
A structure of composition C3H4N2S3 in a non-equilibrium geometry. Source: the OMol25 dataset; level of theory: ωB97M-V/def2-TZVPD.

Each line ends with the Mulliken charge.
CARTESIAN COORDINATES (ANGSTROEM)
1 C 1.10151 -1.88872 0.29022  -0.26
2 C -2.27533 0.09040 0.17914  0.19
3 C 1.22668 1.87545 -0.41318  -0.21
4 H 1.92312 -1.89388 1.00165  0.28
5 H 1.13428 -2.65812 -0.49679  0.23
6 H 2.06061 1.20282 -0.87979  0.22
7 H 1.34353 3.01236 -0.08166  0.20
8 N 0.00898 -1.23005 0.56900  -0.31
9 N 0.20954 1.13243 -0.22364  -0.18
10 S -1.52148 -1.41129 -0.29149  0.05
11 S -3.85325 0.08938 -0.02738  -0.23
12 S -1.35820 1.67921 0.37392  0.02

Values from the calculation:
Kohn-Sham gap = 8.27 eV
DFT total energy = -38658.105 eV
spin multiplicity = 1
E_LUMO = -0.42 eV
ΔE to the lowest compared entry with this formula, charge and spin = 300.93 kJ/mol

=====

(5)
A cluster of 5 separate species, C22H57FNO20P4S2 in total in a non-equilibrium geometry. Source: the OMol25 dataset; level of theory: ωB97M-V/def2-TZVPD.

Each line ends with the Mulliken charge.
CARTESIAN COORDINATES (ANGSTROEM)
1 C 6.43893 -0.43206 0.61684  -0.96
2 C 6.36968 0.93959 -0.33088  -0.36
3 C 4.77788 1.21222 -0.64484  -0.41
4 C 4.45077 2.81017 -1.01178  -0.54
5 C 3.27669 3.27667 0.03320  -0.30
6 C 2.33408 4.51621 -0.49222  -0.54
7 C 1.80210 5.42500 0.76490  -0.21
8 C 0.40223 4.91426 1.44905  -0.70
9 C 0.20045 3.28350 1.47920  -0.10
10 C -0.98989 2.78290 2.53373  -0.74
11 S -1.83427 1.18340 1.96568  1.04
12 O -0.77258 0.38700 1.15352  -0.62
13 O -2.29534 0.28180 3.15258  -0.62
14 N -3.13019 1.61526 0.87749  -0.49
15 S -3.63429 0.27536 -0.12348  0.98
16 O -3.94229 -1.03624 0.64924  -0.45
17 O -4.96966 0.64930 -0.87592  -0.67
18 F -2.42436 -0.13088 -1.29668  -0.28
19 H 5.71297 -0.24970 1.53835  0.27
20 H 7.52071 -0.59332 1.05940  0.31
21 H 6.05337 -1.37028 0.03112  0.25
22 H 6.83322 1.80141 0.34342  0.23
23 H 6.98693 0.80151 -1.31555  0.26
24 H 4.19802 0.94019 0.36176  0.20
25 H 4.31686 0.51779 -1.47288  0.18
26 H 4.17706 2.91603 -2.14703  0.32
27 H 5.37955 3.50587 -0.81951  0.24
28 H 3.67057 3.55741 1.10458  0.20
29 H 2.54278 2.34608 0.17275  0.13
30 H 1.47461 4.18010 -1.24415  0.23
31 H 3.04763 5.21763 -1.14108  0.31
32 H 1.58586 6.51258 0.32329  0.26
33 H 2.70042 5.55553 1.50434  0.02
34 H -0.55644 5.47277 1.00877  0.28
35 H 0.44654 5.25911 2.59091  0.20
36 H 1.18277 2.71611 1.84554  0.13
37 H -0.09900 2.85001 0.43356  0.29
38 H -0.56184 2.66665 3.64153  0.33
39 H -1.81953 3.61254 2.54785  0.33
40 C -5.84289 -2.33782 -1.38555  -0.61
41 O -7.14818 -2.84071 -1.60299  -0.35
42 P -7.70688 -2.63757 -3.22769  1.10
43 O -9.12700 -3.00622 -2.78782  -0.65
44 O -6.90385 -3.99827 -3.69741  -0.33
45 C -7.03480 -5.18525 -2.93739  -0.60
46 O -8.26555 -2.43439 -4.85229  -0.26
47 C -8.43459 -1.07794 -5.21081  -0.77
48 H -5.50549 -2.65406 -0.39558  0.14
49 H -5.14974 -2.72966 -2.13508  0.34
50 H -5.85716 -1.24604 -1.43110  0.35
51 H -7.95710 -5.20691 -2.34894  0.34
52 H -6.17612 -5.28405 -2.26953  0.18
53 H -7.03871 -6.04020 -3.61895  0.25
54 H -7.47669 -0.55551 -5.13998  0.33
55 H -9.16605 -0.60321 -4.55182  0.35
56 H -8.79337 -1.02636 -6.24172  0.22
57 C -2.92872 -3.24981 1.68647  -0.67
58 O -2.28196 -4.25369 2.44666  -0.40
59 P -2.91701 -5.84083 2.18068  1.06
60 O -2.14381 -6.35668 3.39813  -0.66
61 O -1.99118 -6.00846 0.82726  -0.30
62 C -0.61426 -5.68391 0.87708  -0.60
63 O -3.55207 -7.42787 1.91473  -0.28
64 C -4.88611 -7.56870 2.35920  -0.75
65 H -2.36463 -2.31896 1.78251  0.19
66 H -2.96609 -3.53097 0.63038  0.29
67 H -3.94297 -3.09868 2.06425  0.48
68 H -0.20744 -5.73622 1.89155  0.37
69 H -0.46471 -4.67826 0.47780  0.18
70 H -0.06432 -6.38795 0.24671  0.27
71 H -5.53202 -6.87589 1.81301  0.31
72 H -4.94834 -7.36720 3.43168  0.34
73 H -5.21730 -8.59207 2.16634  0.22
74 C 6.10003 8.56214 6.27307  -0.75
75 O 5.13277 7.68620 5.72433  -0.28
76 P 5.21215 7.55905 4.00079  0.86
77 O 3.85832 6.84270 3.98904  -0.57
78 O 6.42376 6.44748 4.11649  -0.29
79 C 6.28720 5.35385 5.00478  -0.66
80 O 5.29150 7.43195 2.27735  -0.16
81 C 4.96638 8.64028 1.62059  -0.82
82 H 6.09323 8.45539 7.36047  0.24
83 H 7.09826 8.31441 5.90165  0.34
84 H 5.85364 9.59365 6.00938  0.30
85 H 5.24129 5.12589 5.23171  0.34
86 H 6.82030 5.57247 5.93275  0.25
87 H 6.74277 4.47113 4.54791  0.26
88 H 5.67508 9.42046 1.91138  0.34
89 H 3.94968 8.94704 1.87927  0.36
90 H 5.03071 8.48470 0.54086  0.23
91 C -1.28033 -4.29550 -2.26608  -0.52
92 O 0.10048 -4.49717 -2.50411  -0.28
93 P 0.48963 -4.72214 -4.17474  1.02
94 O 1.89575 -5.18939 -3.78660  -0.63
95 O 0.49672 -3.09150 -4.41548  -0.35
96 C 1.20915 -2.25568 -3.52241  -0.57
97 O 0.87875 -4.94714 -5.84527  -0.27
98 C 0.33483 -6.13588 -6.38204  -0.76
99 H -1.41666 -3.99621 -1.22410  -0.17
100 H -1.67091 -3.50507 -2.91297  0.47
101 H -1.82469 -5.22516 -2.44953  0.36
102 H 2.00897 -2.78738 -2.99803  0.34
103 H 0.51599 -1.83195 -2.79225  0.22
104 H 1.65382 -1.43355 -4.08970  0.23
105 H -0.75606 -6.10579 -6.31450  0.33
106 H 0.71676 -7.00337 -5.83773  0.34
107 H 0.62488 -6.21500 -7.43264  0.22

Values from the calculation:
Kohn-Sham gap = 4.84 eV
charge = -1
DFT total energy = -127705.555 eV
spin multiplicity = 1
E_LUMO = -1.79 eV

=====

Repeat the first record exactly.
The ion C4H8N3O3S with charge +1 in a non-equilibrium geometry. Source: the OMol25 dataset; level of theory: ωB97M-V/def2-TZVPD.

Each line ends with the Löwdin spin population.
CARTESIAN COORDINATES (ANGSTROEM)
1 C -0.86659 -0.26081 0.05275  0.48
2 C 1.47824 -0.58713 0.97802  0.01
3 C 1.44698 -0.60235 -1.16219  0.01
4 C 0.64783 -1.35534 -0.02887  -0.01
5 N -3.12428 -0.95930 -0.14749  0.47
6 N -2.01948 -0.63136 -0.24265  0.30
7 N 1.65038 0.39210 -0.14411  0.00
8 O -4.07207 -1.24699 -0.75847  0.48
9 O -1.82974 1.89731 -0.15842  0.02
10 O 0.12417 1.81231 1.17819  0.05
11 S -0.29592 1.34805 -0.25949  0.17
12 H 1.10331 -0.32807 2.03823  0.00
13 H 2.47272 -1.17576 1.08930  0.00
14 H 2.31203 -0.99536 -1.46075  0.00
15 H 0.91035 -0.39837 -2.03957  0.00
16 H 0.53091 -2.43385 0.21913  0.00
17 H -2.26252 2.58149 -0.78070  0.00
18 H -0.65919 1.91768 1.76665  0.01
19 H 2.45288 1.02575 -0.13958  0.00

Values from the calculation:
Kohn-Sham gap (alpha / beta) = 6.95 / 8.15 eV
charge = +1
DFT total energy = -25708.260 eV
spin multiplicity = 3
E_LUMO (alpha / beta) = -3.58 / -5.90 eV
ΔE to the lowest compared entry with this formula, charge and spin = 48.98 kJ/mol

=====

Copy entry 2 word for word.
A structure of composition C9H11Cl2HoInNO4 in a non-equilibrium geometry. Source: the OMol25 dataset; level of theory: ωB97M-V/def2-TZVPD.

Each line ends with the Löwdin spin population.
CARTESIAN COORDINATES (ANGSTROEM)
1 In 2.77688 4.09221 -4.61301  0.53
2 Ho 0.80137 1.12351 -1.34779  2.07
3 Cl 4.82379 3.49370 -3.56718  0.35
4 Cl -0.40203 2.34434 -3.12183  -0.02
5 C -0.08039 2.91387 -0.27378  0.00
6 C 4.96879 5.31978 -6.01480  0.01
7 C 3.14407 6.95282 -5.68136  0.06
8 O -0.88250 3.53961 0.29417  0.00
9 O 6.08889 5.23404 -5.79195  0.00
10 O 3.32836 7.88302 -6.32665  0.01
11 O -0.09598 -0.08094 0.14295  0.01
12 C -0.80970 -0.89493 0.86862  0.01
13 C -1.32744 -2.18983 0.30821  0.06
14 C -0.72406 -3.39396 1.04067  0.14
15 C -1.55467 -3.73879 2.26382  0.22
16 C -1.37013 -2.73555 3.39700  0.20
17 C -1.91275 -1.34408 3.10085  0.07
18 N -1.07190 -0.56626 2.12779  0.06
19 H -2.42433 -2.19336 0.44928  0.00
20 H -1.10735 -2.27786 -0.76624  0.02
21 H -0.73528 -4.28431 0.40567  0.02
22 H 0.32383 -3.21950 1.32962  0.01
23 H -2.62518 -3.73340 2.02133  0.03
24 H -1.30216 -4.73246 2.65805  0.04
25 H -1.91212 -3.09213 4.28429  0.06
26 H -0.31292 -2.64948 3.67830  0.02
27 H -2.95603 -1.38703 2.71804  0.02
28 H -1.89679 -0.75393 4.02808  0.01
29 H -0.75228 0.37089 2.38785  0.00

Values from the calculation:
Kohn-Sham gap (alpha / beta) = 4.33 / 3.05 eV
charge = +4
DFT total energy = -75158.447 eV
spin multiplicity = 5
E_LUMO (alpha / beta) = -17.06 / -18.69 eV
ΔE to the lowest compared entry with this formula, charge and spin = 261.15 kJ/mol